[1]
{"formula": "C49H45BBrF10NO35", "method": "ωB97M-V/def2-TZVPD", "e_lumo_ha": -0.043, "largest_force_ha_per_bohr": 0.028, "e_tot_ev": -222591.850, "orbital_gap_ev": 7.82, "symbols": ["C", "N", "C", "B", "O", "C", "C", "O", "C", "O", "C", "C", "C", "C", "C", "C", "C", "C", "C", "C", "C", "O", "C", "Br", "C", "C", "O", "H", "H", "H", "H", "H", "H", "H", "H", "H", "H", "H", "H", "H", "H", "H", "O", "C", "O", "C", "C", "F", "O", "H", "H", "H", "O", "C", "O", "C", "C", "F", "O", "H", "H", "H", "O", "C", "O", "C", "C", "F", "O", "H", "H", "H", "O", "C", "O", "C", "C", "F", "O", "H", "H", "H", "O", "C", "O", "C", "C", "F", "O", "H", "H", "H", "O", "C", "O", "C", "C", "F", "O", "H", "H", "H", "O", "C", "O", "C", "C", "F", "O", "H", "H", "H", "O", "C", "O", "C", "C", "F", "O", "H", "H", "H", "O", "C", "O", "C", "C", "F", "O", "H", "H", "H", "O", "C", "O", "C", "C", "F", "O", "H", "H", "H"], "xyz": [[0.85219, -3.24741, 4.09551], [1.94700, -3.81700, 3.25341], [1.85730, -5.28503, 3.32928], [1.75052, -3.34829, 1.89978], [1.11636, -4.08612, 0.91273], [2.24454, -1.87530, 1.54103], [1.41419, -0.93858, 0.93463], [0.11288, -1.29740, 0.60226], [-0.77991, -1.23429, 1.62852], [-0.54331, -0.67271, 2.66507], [-2.05578, -1.92980, 1.34415], [-2.69186, -2.56298, 2.40190], [-3.87501, -3.23671, 2.18405], [-4.43269, -3.27096, 0.91169], [-3.78252, -2.63549, -0.13315], [-2.59053, -1.96791, 0.06405], [1.81297, 0.34404, 0.63915], [3.09066, 0.76812, 0.97046], [3.93893, -0.12992, 1.58680], [3.52566, -1.43523, 1.85393], [4.52966, -2.34564, 2.47801], [4.66257, -3.50668, 2.19132], [5.44932, -1.65452, 3.44837], [6.01096, -2.65709, 4.93717], [5.83861, -0.41048, 3.20566], [5.31582, 0.26756, 1.98498], [5.99786, 1.05409, 1.36064], [-0.12659, -3.49403, 3.67287], [0.98352, -2.16793, 4.15806], [0.89551, -3.70955, 5.07530], [2.08224, -5.58993, 4.35170], [2.54244, -5.75773, 2.62867], [0.84987, -5.65217, 3.10576], [1.73066, -4.53221, 0.31808], [-2.25810, -2.53875, 3.39157], [-4.38634, -3.75863, 2.98217], [-5.35752, -3.80323, 0.73350], [-4.24874, -2.67543, -1.10882], [-2.03841, -1.47756, -0.72701], [1.14454, 1.04033, 0.15143], [3.39083, 1.77776, 0.73355], [6.51137, 0.11231, 3.87148], [-6.19729, -2.97534, -2.75400], [-6.47225, -4.11870, -2.61084], [-6.04564, -5.11846, -3.41305], [-6.49105, -6.36407, -2.86314], [-7.66214, -5.91732, -2.01838], [-7.81308, -6.68621, -0.91308], [-7.28064, -4.60855, -1.62581], [-5.70361, -6.80543, -2.25101], [-6.76488, -7.05397, -3.65604], [-8.60674, -5.86041, -2.55159], [-1.57221, 0.71762, -2.19275], [-2.55300, 1.31430, -1.89462], [-3.81070, 0.85997, -2.06346], [-4.70351, 1.79292, -1.43997], [-3.88181, 3.06215, -1.44032], [-4.14516, 3.84431, -0.36683], [-2.56003, 2.55824, -1.33707], [-4.92641, 1.45659, -0.42978], [-5.62690, 1.87241, -2.00841], [-3.96667, 3.66863, -2.34382], [-12.20167, -0.70242, -3.80572], [-11.35475, -1.50654, -3.97662], [-10.21222, -1.30497, -4.67719], [-9.37925, -2.45703, -4.52410], [-10.39426, -3.52313, -4.16802], [-9.87696, -4.45300, -3.31403], [-11.38796, -2.78872, -3.49291], [-8.67031, -2.29161, -3.70954], [-8.83185, -2.66393, -5.43939], [-10.83566, -4.03598, -5.02341], [-6.05426, 0.31648, 0.88226], [-7.05249, -0.29568, 0.69931], [-7.26620, -1.10180, -0.36607], [-8.50534, -1.78373, -0.15975], [-9.21802, -0.85871, 0.80184], [-10.01668, -1.52962, 1.66310], [-8.13841, -0.28352, 1.51787], [-8.31303, -2.75986, 0.28683], [-9.03651, -1.91770, -1.09847], [-9.79855, -0.06627, 0.32649], [-1.04935, -5.25067, 5.46105], [-1.29386, -4.84207, 6.54405], [-2.26955, -5.32308, 7.35291], [-2.15991, -4.67452, 8.62273], [-1.42485, -3.40225, 8.26186], [-0.60912, -2.98141, 9.25525], [-0.64265, -3.81139, 7.15529], [-1.56795, -5.29248, 9.29908], [-3.14238, -4.50149, 9.05252], [-2.06850, -2.57490, 7.95841], [2.94363, 2.31592, -3.27726], [3.84768, 1.59832, -3.02008], [4.29578, 1.33079, -1.77403], [5.29669, 0.31517, -1.85998], [5.76112, 0.46217, -3.29088], [6.13952, -0.73149, -3.82047], [4.59067, 0.91974, -3.95035], [4.84208, -0.66257, -1.68552], [6.07810, 0.48759, -1.12497], [6.56310, 1.18628, -3.43851], [1.13209, -2.18231, -7.56509], [1.87757, -2.30190, -6.65579], [3.00442, -1.57065, -6.46954], [3.55362, -1.91272, -5.19463], [2.96811, -3.28650, -4.96189], [2.73872, -3.52890, -3.64608], [1.73447, -3.21170, -5.64556], [3.20862, -1.19974, -4.44671], [4.63756, -1.90738, -5.22476], [3.55718, -4.10855, -5.37237], [6.34929, 7.54157, 2.12450], [6.23118, 6.43182, 2.52260], [6.87348, 5.35698, 2.01547], [6.58254, 4.22903, 2.84694], [5.28655, 4.65059, 3.50106], [5.16627, 4.16688, 4.76065], [5.41691, 6.05974, 3.54956], [7.37969, 4.10697, 3.58192], [6.49539, 3.32223, 2.25310], [4.38820, 4.39374, 2.93713], [8.50903, 9.76696, -2.73356], [8.25526, 10.05735, -1.61272], [7.35142, 9.42297, -0.83297], [7.43138, 9.97897, 0.48673], [8.04128, 11.33453, 0.21606], [8.84327, 11.74945, 1.22648], [8.82989, 11.08983, -0.93436], [8.08393, 9.35678, 1.09797], [6.45036, 10.02471, 0.94846], [7.32002, 12.12266, -0.00649], [3.18744, 8.85694, -2.52233], [3.96627, 8.02337, -2.83506], [4.75135, 8.06687, -3.93766], [5.65259, 6.95657, -3.88783], [4.91145, 5.99790, -2.98419], [5.76072, 5.24356, -2.23806], [4.19620, 6.87216, -2.13527], [6.59897, 7.27314, -3.44551], [5.83329, 6.55956, -4.88298], [4.21016, 5.33632, -3.49653]], "mulliken_charge": [-1.210, 0.063, -1.128, 1.311, -0.637, 0.159, -0.553, -0.444, 0.377, -0.595, 0.805, -0.741, -0.954, -0.245, -0.479, -0.865, -0.853, -0.984, 0.741, 0.619, 0.702, -0.567, -0.493, -0.121, -0.391, 0.444, -0.598, 0.192, 0.353, 0.519, 0.293, 0.359, 0.311, 0.345, 0.479, 0.410, 0.535, 0.395, 0.717, 0.715, 0.438, 0.500, -0.508, 0.751, -0.371, -0.495, 0.604, -0.308, -0.140, 0.286, 0.305, 0.071, -0.523, 0.612, -0.259, -0.151, 0.255, -0.303, -0.290, 0.115, 0.308, 0.306, -0.491, 0.628, -0.357, -0.106, 0.244, -0.264, -0.326, 0.005, 0.327, 0.253, -0.527, 0.489, -0.074, 0.030, 0.287, -0.306, -0.361, 0.210, -0.180, 0.326, -0.419, 0.654, -0.359, -0.477, 0.288, -0.274, -0.279, 0.281, 0.276, 0.296, -0.544, 0.559, -0.137, -0.305, 0.332, -0.286, -0.349, 0.218, 0.255, 0.287, -0.505, 0.628, -0.347, 0.066, 0.289, -0.208, -0.307, -0.038, 0.219, 0.173, -0.489, 0.583, -0.313, -0.022, 0.397, -0.295, -0.338, 0.246, -0.070, 0.307, -0.508, 0.631, -0.233, -0.424, 0.372, -0.289, -0.337, 0.257, 0.262, 0.272, -0.519, 0.653, -0.313, -0.332, 0.308, -0.277, -0.283, 0.212, 0.284, 0.269]}

---

[2]
{"formula": "C49H45ClN3O5P3SeSn", "method": "ωB97M-V/def2-TZVPD", "total_charge": 2, "e_lumo_ha": [-0.329, -0.286], "largest_force_ha_per_bohr": 0.126, "e_tot_ev": -177797.664, "orbital_gap_ev": [3.16, 4.45], "symbols": ["Sn", "O", "Cl", "O", "O", "O", "C", "C", "C", "C", "C", "O", "C", "N", "C", "C", "C", "C", "C", "C", "P", "C", "C", "C", "C", "C", "C", "C", "C", "C", "C", "C", "C", "H", "H", "H", "H", "H", "H", "H", "H", "H", "H", "H", "H", "H", "H", "H", "H", "H", "H", "H", "H", "H", "H", "H", "H", "N", "P", "C", "C", "C", "C", "C", "C", "C", "C", "C", "C", "C", "C", "P", "C", "C", "C", "C", "C", "C", "C", "C", "C", "C", "C", "C", "H", "H", "H", "H", "H", "H", "H", "H", "H", "H", "H", "H", "H", "H", "H", "H", "H", "H", "H", "H", "H", "Se", "C", "N"], "xyz": [[-0.00623, -0.49225, 0.18391], [0.93067, 2.70431, 2.40137], [2.37612, 1.81866, -0.13628], [2.95644, 3.01811, -0.72204], [1.01862, 1.52509, -0.73540], [1.40088, -0.73759, 1.29285], [4.50525, -3.20019, -0.68668], [5.05263, -1.79962, -0.96251], [5.41933, -1.09308, 0.33927], [4.09632, -0.94463, -1.85528], [4.57359, -0.87960, -3.31731], [3.57772, -1.62591, -4.03347], [2.58665, -1.88444, -3.16609], [2.71814, -1.48197, -1.96333], [1.52409, -2.74083, -3.72643], [1.89816, -3.52267, -4.82297], [1.02911, -4.43063, -5.39826], [-0.25285, -4.56275, -4.89712], [-0.65083, -3.78289, -3.82720], [0.22269, -2.87155, -3.22912], [-0.65543, -1.85855, -1.98334], [-1.57494, -0.73429, -3.05751], [-0.84832, 0.39710, -3.43560], [-1.35998, 1.25814, -4.39179], [-2.60642, 1.00890, -4.94847], [-3.33070, -0.11423, -4.57141], [-2.81473, -0.99711, -3.63640], [-1.56076, -3.16855, -1.10486], [-0.69425, -3.96120, -0.33515], [-1.19366, -4.99279, 0.43598], [-2.56392, -5.24224, 0.44802], [-3.42324, -4.46315, -0.31967], [-2.92591, -3.42513, -1.09699], [5.26931, -3.79923, -0.18990], [4.22416, -3.71932, -1.60602], [3.63463, -3.13886, -0.03187], [5.97494, -1.90661, -1.53946], [4.53515, -0.95126, 0.95935], [5.88594, -0.12364, 0.14664], [6.12975, -1.69963, 0.90256], [4.04889, 0.05053, -1.42206], [5.53538, -1.35836, -3.48351], [4.60821, 0.13131, -3.72400], [2.90000, -3.41714, -5.21094], [1.34969, -5.03262, -6.23755], [-0.94691, -5.26718, -5.33552], [-1.66281, -3.88507, -3.45886], [0.12467, 0.59001, -2.99183], [-0.78522, 2.11865, -4.70644], [-3.01208, 1.68618, -5.68878], [-4.29127, -0.31702, -5.02694], [-3.36803, -1.89410, -3.39078], [0.37410, -3.75586, -0.34807], [-0.52045, -5.60565, 1.02058], [-2.95988, -6.05976, 1.03771], [-4.48584, -4.67281, -0.32524], [-3.60750, -2.84011, -1.69519], [-1.55077, 2.60552, 1.47368], [-0.47605, 2.53287, 2.82473], [-1.06526, 3.93709, 3.78522], [-0.37448, 5.13839, 3.65470], [-0.84474, 6.27190, 4.30219], [-1.99057, 6.19988, 5.08098], [-2.67442, 4.99832, 5.21790], [-2.21222, 3.86143, 4.57433], [-0.80119, 0.99483, 3.68756], [0.31982, 0.33999, 4.20288], [0.15910, -0.77952, 5.00338], [-1.11535, -1.23132, 5.31768], [-2.23220, -0.57620, 4.81139], [-2.08014, 0.52560, 3.98378], [-1.90558, 1.51856, 0.23321], [-2.20686, 2.67128, -1.14023], [-1.19362, 3.55528, -1.52376], [-1.45985, 4.55782, -2.44033], [-2.73292, 4.68572, -2.98174], [-3.73280, 3.79656, -2.61923], [-3.47696, 2.78566, -1.70348], [-3.55860, 0.89296, 0.62055], [-4.37270, 1.50728, 1.56489], [-5.66671, 1.04371, 1.76016], [-6.15359, -0.01216, 1.00268], [-5.35003, -0.60419, 0.03538], [-4.05514, -0.15127, -0.15170], [-1.48138, 3.55276, 1.10532], [0.53291, 5.17284, 3.06437], [-0.31762, 7.21128, 4.20332], [-2.34854, 7.08097, 5.59748], [-3.56502, 4.94989, 5.83086], [-2.73448, 2.92248, 4.70619], [1.30704, 0.71074, 3.95869], [1.03042, -1.28868, 5.39294], [-1.23823, -2.08540, 5.97158], [-3.22926, -0.90631, 5.08473], [-2.95358, 1.02532, 3.59724], [-0.20364, 3.46623, -1.09893], [-0.67507, 5.24596, -2.72720], [-2.94741, 5.48562, -3.67880], [-4.72673, 3.89795, -3.03599], [-4.27397, 2.11448, -1.41649], [-4.00666, 2.36057, 2.12296], [-6.30334, 1.52149, 2.49348], [-7.16560, -0.36376, 1.15439], [-5.74462, -1.40584, -0.57743], [-3.42066, -0.59325, -0.90774], [-3.23000, -3.24367, 3.16051], [-2.28537, -2.24871, 2.05601], [-1.69050, -1.58565, 1.32191]], "mulliken_charge": [2.227, -0.987, 1.013, -0.438, -0.748, -0.663, -1.389, 0.615, -1.424, 0.252, -0.579, -0.424, -0.152, 0.121, 1.096, -1.014, -0.893, -0.885, -1.513, 1.363, 0.695, 1.579, -0.331, -0.712, -0.831, -0.834, -0.404, 0.657, -0.779, -0.634, -0.869, -0.909, 0.523, 0.498, 0.300, 0.151, 0.229, 0.208, 0.389, 0.427, -0.021, 0.352, 0.270, 0.613, 0.435, 0.512, 0.256, 0.233, 0.492, 0.463, 0.516, 0.337, 0.505, 0.499, 0.451, 0.473, -0.046, -0.069, 1.541, 0.349, -0.494, -0.673, -0.491, -0.816, -0.322, 1.063, -0.739, -0.737, -0.581, -1.711, 0.294, 0.384, 0.670, -0.209, -0.927, -0.694, -0.884, -0.405, 0.989, -1.310, -0.620, -1.046, -0.553, -0.087, 0.571, 0.419, 0.423, 0.403, 0.436, 0.319, 0.540, 0.479, 0.452, 0.568, 0.275, 0.427, 0.498, 0.430, 0.500, 0.542, 0.630, 0.500, 0.438, 0.500, 0.355, -0.037, 0.011, -0.873]}